{"formula": "C4H5NO", "method": "ωB97M-V/def2-TZVPD", "total_energy_ha": -285.27590, "lumo_energy_ha": -0.0096, "relative_energy_kcal_mol": 87.03, "smiles": "C=C=C=N.C=O", "symbols": ["C", "C", "C", "N", "H", "H", "H", "C", "O", "H", "H"], "coordinates": [[1.311, -1.816, 1.492], [0.778, -0.646, 1.248], [0.484, 0.577, 1.065], [0.033, 1.681, 0.734], [1.478, -2.096, 2.564], [1.554, -2.513, 0.675], [-0.069, 2.384, 1.484], [-1.406, 0.632, -2.311], [-0.594, 0.325, -3.135], [-1.447, 0.002, -1.366], [-2.119, 1.470, -2.450]], "mulliken_charge": [-0.72, -0.01, 0.59, -0.58, 0.23, 0.25, 0.25, -0.03, -0.39, 0.16, 0.24]}

{"formula": "C4H4Cl2NP", "method": "ωB97M-V/def2-TZVPD", "total_energy_ha": -1471.19782, "lumo_energy_ha": [-0.0306, -0.0500], "relative_energy_kcal_mol": 89.22, "symbols": ["C", "C", "C", "C", "N", "P", "Cl", "Cl", "H", "H", "H", "H"], "coordinates": [[1.321, 1.052, -0.064], [1.517, 0.344, -1.264], [0.812, 0.073, 0.801], [1.204, -0.956, -1.130], [0.826, -1.119, 0.157], [4.473, 0.554, -0.606], [4.881, -1.426, -0.329], [4.700, 0.985, 1.338], [1.495, 2.097, -0.125], [1.790, 0.919, -2.222], [0.594, 0.149, 1.897], [0.693, -1.995, 0.638]], "mulliken_charge": [-0.20, -0.42, -0.67, -0.07, -0.01, 0.35, -0.20, -0.17, 0.48, 0.36, 0.34, 0.21]}

{"formula": "C74H84BFN6O6S", "method": "ωB97M-V/def2-TZVPD", "total_energy_ha": -4173.01398, "lumo_energy_ha": -0.0380, "smiles": "COCCCC[C@@H](N)O[C@](CN(N=C=S)C(=O)NC(=O)F)(N=C=O)B(O)N(C)C.c1ccccc1.c1ccccc1.c1ccccc1.c1ccccc1.c1ccccc1.c1ccccc1.c1ccccc1.c1ccccc1.c1ccccc1.c1ccccc1", "symbols": ["C", "O", "C", "C", "C", "C", "C", "N", "O", "C", "C", "N", "N", "C", "S", "C", "O", "N", "C", "O", "F", "N", "C", "O", "B", "O", "N", "C", "C", "H", "H", "H", "H", "H", "H", "H", "H", "H", "H", "H", "H", "H", "H", "H", "H", "H", "H", "H", "H", "H", "H", "H", "H", "C", "C", "C", "C", "C", "C", "H", "H", "H", "H", "H", "H", "C", "C", "C", "C", "C", "C", "H", "H", "H", "H", "H", "H", "C", "C", "C", "C", "C", "C", "H", "H", "H", "H", "H", "H", "C", "C", "C", "C", "C", "C", "H", "H", "H", "H", "H", "H", "C", "C", "C", "C", "C", "C", "H", "H", "H", "H", "H", "H", "C", "C", "C", "C", "C", "C", "H", "H", "H", "H", "H", "H", "C", "C", "C", "C", "C", "C", "H", "H", "H", "H", "H", "H", "C", "C", "C", "C", "C", "C", "H", "H", "H", "H", "H", "H", "C", "C", "C", "C", "C", "C", "H", "H", "H", "H", "H", "H", "C", "C", "C", "C", "C", "C", "H", "H", "H", "H", "H", "H"], "coordinates": [[1.826, -3.264, 2.323], [0.912, -2.564, 3.140], [0.145, -1.602, 2.435], [-0.888, -2.259, 1.501], [-0.446, -2.125, 0.036], [-1.440, -2.745, -0.940], [-1.452, -4.279, -0.991], [-2.874, -4.706, -1.007], [-0.933, -4.811, -2.192], [0.475, -4.788, -2.383], [0.802, -6.055, -3.166], [2.145, -5.978, -3.760], [3.151, -6.396, -2.781], [4.263, -5.900, -2.975], [5.657, -5.279, -3.218], [2.207, -6.837, -4.915], [1.650, -6.540, -5.921], [2.924, -8.095, -4.813], [2.264, -9.112, -4.157], [2.752, -9.913, -3.430], [0.960, -9.143, -4.467], [1.295, -4.659, -1.152], [1.521, -5.669, -0.507], [1.720, -6.621, 0.095], [0.834, -3.513, -3.328], [1.348, -2.401, -2.676], [0.573, -3.503, -4.763], [1.844, -3.218, -5.477], [-0.341, -2.347, -5.014], [1.313, -4.041, 1.747], [2.264, -2.582, 1.588], [2.593, -3.725, 2.938], [0.779, -0.900, 1.884], [-0.360, -1.030, 3.212], [-1.017, -3.307, 1.767], [-1.827, -1.715, 1.604], [-0.446, -1.049, -0.162], [0.578, -2.456, -0.114], [-1.327, -2.360, -1.953], [-2.434, -2.426, -0.626], [-1.011, -4.711, -0.090], [-3.190, -4.606, -0.044], [-2.842, -5.716, -1.140], [0.620, -6.972, -2.597], [0.099, -6.062, -3.996], [3.869, -8.013, -4.465], [2.233, -2.594, -2.344], [1.710, -2.398, -6.178], [2.167, -4.079, -6.057], [2.663, -2.949, -4.805], [-1.269, -2.454, -4.456], [0.160, -1.414, -4.737], [-0.531, -2.305, -6.084], [-6.056, -6.654, -2.765], [-7.221, -7.062, -3.401], [-7.941, -6.162, -4.174], [-7.498, -4.854, -4.307], [-6.338, -4.445, -3.664], [-5.613, -5.344, -2.892], [-5.493, -7.360, -2.167], [-7.567, -8.083, -3.296], [-8.847, -6.481, -4.673], [-8.059, -4.152, -4.911], [-5.996, -3.423, -3.763], [-4.706, -5.023, -2.392], [1.007, 2.772, 5.917], [1.420, 2.310, 4.674], [1.716, 0.965, 4.501], [1.601, 0.082, 5.566], [1.193, 0.545, 6.808], [0.896, 1.890, 6.983], [0.771, 3.820, 6.053], [1.511, 2.998, 3.843], [2.036, 0.601, 3.533], [1.827, -0.967, 5.425], [1.106, -0.143, 7.640], [0.576, 2.252, 7.953], [2.979, 1.090, -3.553], [3.453, 2.387, -3.692], [3.614, 3.190, -2.571], [3.298, 2.700, -1.312], [2.816, 1.405, -1.175], [2.658, 0.600, -2.295], [2.858, 0.459, -4.425], [3.698, 2.773, -4.673], [3.988, 4.201, -2.681], [3.427, 3.327, -0.438], [2.564, 1.022, -0.194], [2.285, -0.408, -2.189], [0.637, -3.480, 6.131], [1.445, -3.605, 7.254], [0.886, -3.934, 8.482], [-0.484, -4.134, 8.589], [-1.293, -4.002, 7.469], [-0.732, -3.676, 6.241], [1.065, -3.226, 5.168], [2.513, -3.446, 7.173], [1.517, -4.033, 9.356], [-0.920, -4.392, 9.545], [-2.362, -4.152, 7.553], [-1.363, -3.573, 5.367], [-1.518, 4.973, 12.003], [-0.465, 5.202, 11.128], [-0.511, 4.689, 9.839], [-1.607, 3.944, 9.427], [-2.656, 3.709, 10.305], [-2.612, 4.225, 11.592], [-1.485, 5.378, 13.006], [0.391, 5.780, 11.450], [0.309, 4.870, 9.155], [-1.644, 3.546, 8.420], [-3.509, 3.124, 9.984], [-3.432, 4.044, 12.276], [-7.861, 6.129, 8.206], [-7.593, 5.590, 6.955], [-6.368, 4.987, 6.707], [-5.409, 4.926, 7.709], [-5.674, 5.471, 8.957], [-6.900, 6.072, 9.206], [-8.819, 6.594, 8.401], [-8.340, 5.640, 6.174], [-6.160, 4.565, 5.732], [-4.453, 4.455, 7.517], [-4.923, 5.428, 9.735], [-7.107, 6.495, 10.181], [2.619, 8.393, -1.311], [2.759, 7.086, -1.757], [1.913, 6.594, -2.741], [0.925, 7.407, -3.277], [0.780, 8.712, -2.827], [1.628, 9.205, -1.845], [3.283, 8.778, -0.548], [3.529, 6.450, -1.337], [2.024, 5.575, -3.091], [0.267, 7.024, -4.047], [0.006, 9.345, -3.242], [1.517, 10.223, -1.494], [5.971, 1.080, 0.973], [6.197, 0.595, -0.308], [7.426, 0.036, -0.630], [8.429, -0.035, 0.327], [8.204, 0.456, 1.605], [6.975, 1.013, 1.929], [5.010, 1.512, 1.225], [5.415, 0.654, -1.054], [7.602, -0.345, -1.628], [9.386, -0.474, 0.076], [8.988, 0.406, 2.350], [6.799, 1.395, 2.926], [1.766, 7.153, -9.148], [1.992, 8.018, -8.086], [2.020, 7.531, -6.787], [1.819, 6.178, -6.550], [1.586, 5.314, -7.611], [1.561, 5.801, -8.911], [1.750, 7.532, -10.162], [2.147, 9.073, -8.272], [2.198, 8.205, -5.958], [1.844, 5.797, -5.538], [1.424, 4.260, -7.425], [1.380, 5.127, -9.738], [-4.346, -0.203, -9.069], [-3.204, 0.580, -9.165], [-2.302, 0.622, -8.111], [-2.544, -0.116, -6.961], [-3.689, -0.893, -6.862], [-4.590, -0.938, -7.917], [-5.047, -0.241, -9.893], [-3.017, 1.157, -10.061], [-1.409, 1.230, -8.187], [-1.839, -0.084, -6.140], [-3.880, -1.465, -5.963], [-5.483, -1.545, -7.841]], "mulliken_charge": [-0.73, -0.41, -0.25, -0.87, 0.13, -1.31, 0.58, -0.61, -0.64, 1.49, -2.89, 1.19, -0.82, 0.55, -0.34, 0.02, -0.41, -0.18, 0.67, -0.49, -0.22, -0.32, 0.70, -0.50, 0.10, 0.36, -0.11, -1.12, -1.33, 0.08, 0.28, 0.44, -0.16, 0.42, 0.33, 0.42, 0.48, 0.10, -0.05, 0.69, 0.28, 0.26, 0.32, 0.45, 0.68, 0.28, 0.21, 0.40, 0.19, 0.26, 0.25, 0.39, 0.55, -0.45, -0.36, -0.46, -0.33, -0.64, 0.05, 0.35, 0.36, 0.35, 0.38, 0.39, 0.39, -0.29, -0.49, -0.54, -0.16, -0.56, -0.19, 0.37, 0.40, 0.49, 0.21, 0.45, 0.29, -0.48, -0.81, -0.58, -0.32, -0.97, 0.06, 0.48, 0.44, 0.67, 0.44, 0.66, 0.48, 0.24, -0.51, -0.44, -0.42, -0.46, -0.53, 0.38, 0.38, 0.38, 0.37, 0.37, 0.38, -0.40, -0.43, -0.32, -0.24, -0.57, -0.38, 0.37, 0.36, 0.35, 0.37, 0.51, 0.38, -0.36, -0.36, -0.49, -0.21, -0.20, -0.50, 0.36, 0.35, 0.36, 0.34, 0.35, 0.36, -0.48, -0.31, -0.13, -0.63, -0.44, -0.41, 0.37, 0.33, 0.41, 0.52, 0.39, 0.37, -0.40, 0.15, -0.65, -0.32, -0.42, -0.47, 0.35, 0.26, 0.39, 0.36, 0.36, 0.39, -0.44, -0.41, -0.40, 0.07, -0.58, -0.35, 0.36, 0.36, 0.41, 0.20, 0.40, 0.37, -0.38, -0.41, -0.45, -0.31, -0.43, -0.42, 0.36, 0.36, 0.41, 0.46, 0.44, 0.37]}